(1)
138
Properties=species:S:1:pos:R:3:forces:R:3 method="wB97M-V/def2-TZVPD" orbital_gap_ha="0.2684 / 0.0653" multiplicity=4 homo_energy_ha="-0.416 / -0.416" charge=+2
Pd -2.345 -10.759 -15.209 2.08 0.29 0.48
C -5.434 -11.853 -12.448 -0.16 -0.99 -1.47
F -4.703 -11.427 -11.446 -0.82 1.08 -0.42
F -6.423 -12.615 -11.990 0.26 0.44 -0.16
F -5.973 -10.877 -13.229 0.66 -0.31 1.20
S -4.390 -13.006 -13.604 -0.89 2.13 -1.41
O -4.404 -14.212 -12.873 0.66 -1.19 0.38
O -5.022 -13.037 -14.897 0.71 0.68 0.30
N -2.789 -12.180 -13.722 -3.99 -2.59 1.67
S -2.073 -12.737 -12.404 1.94 -1.48 3.47
O -0.831 -12.030 -12.335 0.35 0.59 0.13
O -2.856 -12.934 -11.150 2.11 0.45 -3.40
C -1.420 -14.559 -12.863 -0.21 1.86 -1.25
F -0.098 -14.738 -12.572 -1.93 0.22 -0.64
F -2.159 -15.417 -12.279 -0.42 -1.79 1.93
F -1.684 -14.777 -14.195 1.22 0.41 0.25
C -7.920 -14.153 -18.593 0.44 0.29 -0.12
C -6.481 -14.206 -18.158 -0.60 -0.82 0.18
O -5.723 -13.177 -18.769 0.51 0.06 0.20
H -8.445 -14.956 -18.075 -0.35 0.12 -0.26
H -7.940 -14.247 -19.679 -0.43 -0.17 0.05
H -8.302 -13.170 -18.319 -0.35 -0.13 0.00
H -6.062 -15.171 -18.445 0.11 -0.18 0.10
H -6.477 -14.171 -17.069 0.54 0.41 0.13
H -5.218 -13.645 -19.438 0.10 0.45 -0.27
C 3.902 -10.196 -14.409 0.07 0.30 0.09
O 2.474 -10.086 -14.594 0.25 -1.11 0.09
C 2.052 -9.927 -15.935 0.58 -0.21 0.31
C 0.529 -9.922 -16.004 -0.39 -0.42 -0.61
N -0.092 -10.954 -15.081 0.61 0.78 -1.04
C 0.199 -12.368 -15.415 -0.81 0.21 -0.60
C -0.579 -12.859 -16.641 0.90 0.20 0.98
O -1.970 -12.495 -16.501 0.45 -1.61 -1.86
C -2.689 -13.194 -17.583 -0.80 0.80 0.34
H 4.387 -9.358 -14.910 0.03 0.41 0.49
H 4.466 -11.051 -14.783 -0.94 -0.70 -0.68
H 4.093 -10.280 -13.340 -0.22 0.72 -0.03
H 2.340 -10.749 -16.591 0.63 -0.30 0.16
H 2.566 -9.033 -16.289 -0.55 0.28 -0.57
H 0.256 -10.170 -17.029 -0.04 -0.01 -0.13
H 0.106 -8.932 -15.840 -0.07 -0.08 0.56
H 0.505 -10.769 -14.287 -0.60 -0.19 1.27
H -0.204 -12.992 -14.617 0.58 0.41 0.31
H 1.275 -12.489 -15.536 -0.04 -0.42 -0.02
H -0.478 -13.943 -16.601 -0.23 -0.11 -0.19
H -0.111 -12.533 -17.570 -0.48 0.33 -0.29
H -2.388 -14.237 -17.677 0.32 0.15 0.22
H -2.553 -12.656 -18.521 0.35 -0.06 -0.03
H -3.762 -13.175 -17.393 0.16 0.12 0.38
C -2.432 -20.317 -4.949 0.02 -0.15 1.67
O -2.719 -18.931 -4.823 0.12 0.61 -1.16
C -4.057 -18.597 -4.389 0.82 -0.43 0.46
C -4.515 -17.135 -4.613 0.98 -1.36 -1.86
N -4.501 -16.762 -6.074 0.06 0.53 1.08
C -5.137 -15.454 -6.142 0.22 0.33 -1.26
C -5.064 -14.802 -7.544 1.18 0.76 2.62
O -5.875 -15.390 -8.460 -1.08 -1.05 0.59
C -5.750 -14.758 -9.678 -0.34 -1.40 -1.01
H -1.405 -20.557 -5.222 0.04 0.93 -0.77
H -3.115 -20.925 -5.542 -0.29 0.36 -0.31
H -2.404 -20.751 -3.950 -0.59 -0.26 0.39
H -4.040 -18.755 -3.311 -0.42 -0.13 0.25
H -4.707 -19.348 -4.839 -0.53 0.23 -0.08
H -3.853 -16.449 -4.085 0.24 -0.05 -0.18
H -5.493 -16.988 -4.154 -0.31 -0.30 0.01
H -5.034 -17.366 -6.683 -0.09 -0.63 0.41
H -4.543 -14.833 -5.471 -0.45 0.37 0.11
H -6.183 -15.542 -5.845 -0.23 0.45 0.33
H -4.002 -14.796 -7.790 0.36 -0.43 -0.63
H -5.301 -13.739 -7.507 -0.28 0.35 0.50
H -6.401 -15.378 -10.294 0.20 0.26 -0.74
H -4.699 -14.897 -9.934 0.08 0.70 -0.85
H -6.131 -13.739 -9.741 0.33 0.25 0.39
C 5.359 -16.193 -6.228 -0.05 1.57 0.68
O 4.301 -16.386 -7.111 -0.36 -0.50 -1.48
C 3.015 -16.348 -6.584 -1.31 0.45 0.01
C 2.420 -14.900 -6.418 2.20 -1.23 0.63
N 2.659 -14.061 -7.626 0.59 -0.66 1.05
C 1.671 -14.229 -8.614 -1.17 0.27 -1.81
C 1.927 -13.457 -9.949 -0.43 -1.15 1.36
O 2.935 -13.957 -10.814 -0.28 -0.33 -1.08
C 2.747 -13.406 -12.148 1.34 0.56 1.06
H 5.041 -16.256 -5.188 0.11 -1.22 0.23
H 5.620 -15.135 -6.194 0.49 0.33 -0.61
H 6.227 -16.771 -6.545 -0.24 -0.16 0.37
H 3.013 -16.969 -5.688 -0.26 0.44 0.60
H 2.265 -16.822 -7.217 0.65 -0.55 -0.77
H 3.011 -14.531 -5.580 -0.27 0.82 0.01
H 1.408 -15.075 -6.053 -0.29 0.68 -0.51
H 3.434 -14.494 -8.107 1.10 0.11 0.59
H 0.752 -13.768 -8.252 -0.37 -0.21 -0.06
H 1.500 -15.276 -8.864 -0.36 -0.39 -0.07
H 2.162 -12.468 -9.556 -0.15 0.59 -0.80
H 0.983 -13.604 -10.473 -0.25 0.88 -0.03
H 3.667 -13.518 -12.721 0.32 -0.14 0.40
H 2.619 -12.339 -11.965 -0.35 0.23 -0.57
H 1.991 -13.805 -12.824 -0.57 -0.28 0.76
C -5.370 -10.414 -16.464 0.69 -0.72 0.69
O -4.347 -10.108 -15.420 -1.97 -0.20 -0.25
C -4.394 -8.788 -14.884 0.56 0.64 -1.22
C -3.493 -8.610 -13.672 -0.34 -0.44 -1.32
N -2.053 -8.899 -13.956 -2.11 0.26 -1.00
C -1.293 -8.798 -12.735 2.17 0.33 0.36
C -0.947 -7.348 -12.323 -2.11 2.00 1.88
O -0.950 -7.035 -10.899 -1.72 -0.89 -0.51
C -2.299 -7.171 -10.309 1.24 -0.99 0.03
H -5.205 -11.475 -16.649 0.25 0.32 -0.60
H -5.267 -9.747 -17.320 0.25 -0.16 0.04
H -6.402 -10.409 -16.111 0.18 0.61 0.64
H -5.408 -8.429 -14.707 -0.11 -0.42 0.38
H -4.025 -8.171 -15.703 0.11 0.59 -0.07
H -3.818 -9.371 -12.962 0.00 0.70 0.69
H -3.608 -7.544 -13.478 -0.21 -0.18 1.10
H -1.758 -8.175 -14.595 0.31 0.19 -0.34
H -0.289 -9.173 -12.936 -0.27 -1.01 0.29
H -1.861 -9.381 -12.010 0.69 0.16 0.38
H -1.749 -6.682 -12.643 -0.34 0.02 -0.85
H -0.055 -6.837 -12.685 0.38 -1.00 -0.27
H -2.699 -8.172 -10.468 0.52 -0.61 0.36
H -3.168 -6.632 -10.686 0.69 1.33 -0.43
H -2.131 -7.003 -9.245 -0.28 0.05 -0.20
C -1.926 -19.250 -12.667 0.16 0.06 -1.63
C -3.046 -19.699 -11.774 0.96 -0.15 2.29
C -4.430 -19.777 -12.600 -2.88 0.24 -0.33
O -5.627 -19.840 -11.859 1.95 -0.88 0.21
C -6.447 -18.699 -11.897 -0.29 0.72 0.15
N -2.819 -20.973 -11.142 -1.22 1.24 -2.43
H -0.944 -19.710 -12.559 -0.26 -0.31 0.48
H -1.747 -18.175 -12.653 -0.32 -0.02 0.32
H -2.255 -19.468 -13.683 0.35 -0.01 -0.32
H -3.157 -18.968 -10.973 -0.76 0.13 0.03
H -4.531 -20.615 -13.290 1.07 -0.44 0.24
H -4.474 -18.886 -13.226 0.57 0.40 0.17
H -7.337 -18.898 -11.301 0.02 -0.21 -0.33
H -6.665 -18.496 -12.946 -0.38 0.22 0.12
H -5.972 -17.832 -11.437 0.30 0.13 -0.05
H -2.501 -21.585 -11.879 0.73 -0.94 0.39
H -3.624 -21.348 -10.661 0.00 -0.16 0.78

(2)
17
Properties=species:S:1:pos:R:3:forces:R:3 method="wB97M-V/def2-TZVPD" orbital_gap_ha=0.3369 smiles=CN(C)N.NO e_above_lowest_kcal_mol=65.3 homo_energy_ha=-0.299 charge=0
C -0.376 0.756 -1.169 0.91 -0.92 0.52
N 0.600 -0.014 -0.295 -0.96 0.74 -0.08
C 1.632 0.899 0.210 -0.10 -0.18 -0.04
N 1.238 -1.028 -1.108 0.36 -0.19 -0.72
H -1.161 0.083 -1.527 0.24 -0.05 0.07
H 0.158 1.187 -2.023 -0.08 0.06 0.01
H -0.879 1.535 -0.588 0.36 -0.13 0.05
H 2.350 0.359 0.839 -0.16 -0.04 -0.17
H 2.181 1.394 -0.599 0.03 -0.03 -0.08
H 1.172 1.664 0.844 -0.08 -0.18 -0.16
H 0.536 -1.675 -1.478 -0.04 0.45 0.36
H 1.851 -1.613 -0.534 -0.36 0.46 0.16
N -1.576 -0.346 1.755 2.13 -1.15 -0.88
O -2.295 -1.424 1.096 -0.68 0.34 0.51
H -2.049 0.544 1.587 -0.06 -0.47 -0.49
H -0.655 -0.414 1.165 -1.88 0.91 1.32
H -2.727 -1.907 1.825 0.37 0.38 -0.38

(3)
18
Properties=species:S:1:pos:R:3:forces:R:3 method="wB97M-V/def2-TZVPD" orbital_gap_ha=0.4100 e_above_lowest_kcal_mol=26.0 homo_energy_ha=-0.548 charge=+1
C -0.111 0.384 2.282 1.16 2.10 -2.23
N 0.544 -0.659 1.968 -1.79 -1.39 -0.96
H -0.214 0.951 3.216 0.13 -1.01 0.13
H -0.336 0.969 1.317 -0.71 -0.75 1.67
H 0.291 -1.048 0.846 1.49 0.48 0.93
H 0.931 -1.367 2.586 -0.03 0.45 0.56
H -0.885 -4.361 -0.917 -1.20 0.14 0.44
H 0.418 -4.431 -1.448 1.83 -0.92 -1.03
O -0.121 -3.806 -1.018 -0.49 0.74 0.49
H 0.352 -2.075 -0.980 -0.58 -0.09 -0.24
H 0.169 -0.407 -0.945 -0.09 -1.15 -0.12
O 0.458 -1.238 -0.501 0.03 1.43 0.44
H 0.754 3.830 -2.251 -0.41 -0.51 1.80
H 0.568 4.362 -0.757 -0.01 -1.28 -0.99
O 0.542 3.534 -1.314 0.44 1.73 -0.78
H -1.859 1.896 -0.651 -2.81 1.33 -0.21
H -0.394 2.088 -0.852 -1.46 -1.53 0.49
O -1.107 1.380 -0.581 4.51 0.24 -0.41

(4)
63
Properties=species:S:1:pos:R:3:forces:R:3 method="wB97M-V/def2-TZVPD" orbital_gap_ha=0.3154 smiles="Cc1ccc(N2C[C@@H](C(=O)NCCS(=O)(=O)N3CCN(c4ccc(F)cc4)CC3)CC2=O)cc1" homo_energy_ha=-0.297 charge=0
C 3.129 2.492 -1.369 -0.01 -0.04 -0.02
C 1.668 2.418 -1.051 0.02 0.05 0.04
C 0.745 2.064 -2.028 0.01 0.04 0.10
C -0.604 1.967 -1.748 -0.09 0.02 0.02
C -1.077 2.206 -0.458 0.44 0.16 0.06
N -2.446 2.074 -0.168 0.00 -0.31 -0.26
C -3.380 1.594 -1.177 -0.13 0.03 -0.39
C -4.672 1.280 -0.410 -0.18 -0.03 -0.04
C -4.786 -0.185 0.008 0.17 0.51 0.00
O -5.807 -0.824 -0.123 -0.33 -0.22 -0.11
N -3.675 -0.675 0.613 0.17 -0.02 0.21
C -3.562 -2.074 0.947 -0.15 -0.04 0.12
C -2.969 -2.897 -0.190 0.63 0.47 -0.11
S -1.329 -2.285 -0.684 -0.71 -0.67 0.24
O -0.851 -3.134 -1.733 0.11 -0.27 0.08
O -1.435 -0.875 -0.962 0.10 0.01 0.23
N -0.428 -2.545 0.714 -0.66 0.07 -0.79
C 0.724 -3.408 0.536 0.46 -0.42 -0.43
C 1.890 -2.670 -0.129 -0.05 -0.13 0.17
N 2.232 -1.504 0.660 -0.26 -0.36 0.24
C 3.478 -0.904 0.475 0.39 0.09 -0.05
C 4.342 -1.258 -0.564 -0.31 0.01 0.10
C 5.592 -0.677 -0.682 0.30 0.29 0.17
C 5.984 0.273 0.240 -0.08 -0.12 -0.10
F 7.202 0.850 0.122 -0.08 -0.04 0.02
C 5.156 0.645 1.283 0.18 0.04 -0.17
C 3.915 0.053 1.398 -0.03 -0.04 -0.14
C 1.091 -0.617 0.803 -0.21 0.08 0.12
C -0.068 -1.356 1.465 0.12 0.70 0.07
C -4.558 2.170 0.827 -0.02 0.01 0.04
C -3.064 2.390 1.006 -0.52 0.08 0.44
O -2.546 2.781 2.028 0.09 0.09 0.14
C -0.159 2.577 0.523 -0.07 0.07 0.23
C 1.186 2.686 0.222 0.00 -0.02 -0.28
H 3.296 3.048 -2.289 0.08 0.05 -0.06
H 3.679 2.971 -0.563 0.09 0.03 0.03
H 3.536 1.489 -1.505 0.11 -0.05 0.00
H 1.088 1.862 -3.033 0.02 -0.02 -0.12
H -1.275 1.699 -2.546 -0.11 -0.07 -0.07
H -2.971 0.710 -1.671 -0.07 0.15 -0.02
H -3.556 2.375 -1.927 0.02 -0.12 0.00
H -5.560 1.508 -1.003 0.14 -0.10 0.05
H -2.802 -0.189 0.462 -0.18 0.09 -0.01
H -4.576 -2.429 1.160 0.26 -0.06 0.02
H -2.943 -2.179 1.841 -0.12 -0.04 -0.01
H -3.589 -2.839 -1.082 0.02 0.02 -0.13
H -2.823 -3.935 0.092 0.04 -0.14 0.01
H 0.416 -4.246 -0.088 0.19 -0.09 0.12
H 1.021 -3.771 1.524 -0.04 0.02 -0.06
H 2.750 -3.341 -0.168 -0.04 0.01 -0.07
H 1.584 -2.403 -1.153 0.15 -0.04 -0.01
H 4.041 -1.981 -1.305 -0.06 -0.08 -0.06
H 6.255 -0.949 -1.488 0.09 -0.01 -0.07
H 5.490 1.381 1.997 0.05 0.08 0.07
H 3.282 0.325 2.227 -0.07 0.00 0.11
H 1.361 0.250 1.402 -0.05 -0.06 -0.05
H 0.752 -0.263 -0.182 0.08 0.12 0.11
H -0.933 -0.697 1.522 0.05 0.09 0.18
H 0.208 -1.676 2.473 -0.07 0.02 -0.05
H -4.994 1.733 1.724 0.06 0.06 0.01
H -5.027 3.144 0.666 0.03 0.01 0.00
H -0.499 2.787 1.522 -0.04 0.00 0.01
H 1.875 2.982 1.000 0.08 0.03 0.09

Computed molecular weight (g mol⁻¹) in order:
1054.54 93.13 102.11 488.58
Computed F_max (eV/A) in order:
5.04 2.58 4.54 1.03